(1)
DFT (ωB97M-V/def2-TZVPD) results for C5H8N2O in the gas phase.

2S+1   1
LUMO level (spin up / spin down)   -0.078 / -0.212 eV
Energy relative to the best compared isomer or geometry (same formula, charge and spin)   728.44 kJ/mol
Gap between HOMO and LUMO (spin up / spin down)   7.868 / 7.563 eV
Max |F|   3.35 eV/Å

Positions of all 16 atoms, in Å:
1 C 2.13 -0.03 -0.29
2 C 1.04 0.20 0.96
3 C 1.88 -0.85 -1.22
4 C -1.95 1.84 0.88
5 C 1.14 -1.99 -1.75
6 N -0.18 0.49 0.99
7 N -1.25 0.67 0.36
8 O 0.56 -2.70 -0.62
9 H 2.85 0.67 -0.03
10 H 1.43 -0.44 1.72
11 H -1.47 2.25 1.76
12 H -1.84 2.56 0.04
13 H -3.03 1.76 1.12
14 H 0.31 -1.82 -2.44
15 H 1.76 -2.85 -2.26
16 H 0.17 -1.93 -0.03

***

(2)
DFT (ωB97M-V/def2-TZVPD) results for 2 unconnected molecules or ions with the total composition C3H9OP.

2S+1   1
Structure (SMILES)   C=P(=C)C.O
LUMO level   0.160 eV
Energy relative to the best compared isomer or geometry (same formula, charge and spin)   385.12 kJ/mol
Gap between HOMO and LUMO   7.888 eV
Max |F|   4.19 eV/Å

Positions of all 14 atoms, in Å:
1 C -1.24 0.24 2.01
2 C -0.08 -1.41 -0.42
3 C -1.05 1.40 -0.52
4 O 3.10 -0.48 -1.09
5 P -1.06 -0.28 0.43
6 H -2.06 0.97 1.90
7 H -1.46 -0.48 2.81
8 H 4.00 -0.28 -1.17
9 H 0.05 -1.00 -1.39
10 H -0.15 -2.39 -0.01
11 H -0.15 1.30 -1.25
12 H -2.01 1.28 -1.15
13 H -0.95 2.21 0.19
14 H 3.06 -1.08 -0.32

***

(3)
DFT (ωB97M-V/def2-TZVPD) results for C5H7NS in the gas phase.

2S+1   1
Structure (SMILES)   CC1=CNC(=S)C1
LUMO level   0.606 eV
Energy relative to the best compared isomer or geometry (same formula, charge and spin)   22.59 kJ/mol
Gap between HOMO and LUMO   8.636 eV
Max |F|   2.65 eV/Å

Positions of all 14 atoms, in Å:
1 C -2.92 -0.58 -0.06
2 C -1.54 -0.05 -0.01
3 C -1.11 1.20 0.06
4 C 0.83 0.02 0.03
5 C -0.33 -0.95 0.07
6 H -3.06 -1.35 -0.83
7 H -3.67 0.20 -0.32
8 H -3.22 -1.03 0.91
9 H -1.66 2.13 0.10
10 H 0.80 2.15 -0.18
11 H -0.30 -1.66 -0.73
12 H -0.35 -1.60 0.96
13 N 0.31 1.24 0.00
14 S 2.48 -0.33 -0.03